1.
Formula: C7H10
Source: the OMol25 dataset
Level of theory: the ωB97M-V functional and the def2-TZVPD basis

Each line ends with the Löwdin charge.
Cartesian coordinates (Å):
1 C -1.78833 -0.34882 0.09534  -0.0737
2 H -1.40754 0.70034 -1.83033  0.1066
3 C 1.33178 1.49548 1.03273  0.0173
4 H 1.93263 1.82590 1.87381  0.0559
5 H 2.14507 -2.28447 -0.60387  0.0532
6 H 0.23048 0.06809 2.11527  0.1162
7 C 1.13327 -1.95258 -0.35284  -0.0077
8 H 0.14253 -2.35724 -0.68514  0.0935
9 H 1.29711 -0.19162 -1.50998  0.1090
10 C -1.35146 0.81907 -0.75152  -0.0874
11 H -2.18775 -1.23239 -0.39390  0.1014
12 C 0.74141 -0.74490 -0.76996  -0.1638
13 H 1.55095 1.93616 0.06167  0.0694
14 H -2.26116 -0.12045 1.05023  0.1066
15 C -0.33402 -0.00766 -0.04152  -0.4787
16 H -1.51186 1.82592 -0.38303  0.1054
17 C 0.39682 0.55896 1.15435  -0.1233

calculated total energy: -272.55899 Ha
HOMO energy: -0.3134 hartree
energy relative to the best compared isomer or geometry (same formula, charge and spin): 417.5 kJ/mol

=====

2.
Formula: C11H22Br2N2O4
Source: the OMol25 dataset
Level of theory: the ωB97M-V functional and the def2-TZVPD basis

Each line ends with the Löwdin charge.
Cartesian coordinates (Å):
1 H 6.08958 -3.32401 1.80640  0.1304
2 C 5.17233 -3.74240 1.36128  -0.3431
3 C 3.61632 -5.59954 1.41977  -0.0457
4 C 1.55733 -0.67339 -0.49886  -0.2677
5 H 1.46788 -0.35987 -1.60022  0.1195
6 N -4.78305 5.53249 -1.95385  -0.2067
7 O -2.98719 0.82430 -0.94044  0.0147
8 H 2.75691 -4.94130 1.56096  0.0490
9 C -5.30103 5.69237 -3.20418  -0.3490
10 C -4.71663 6.67932 -1.06936  -0.0472
11 H 5.91642 -6.53897 2.63467  0.0886
12 O -1.53723 -0.25630 0.57301  -0.1196
13 H 3.73318 -5.79897 0.35176  0.0946
14 H -5.30482 4.76035 -3.79234  0.1297
15 O 4.57531 -3.16703 0.47078  0.0003
16 H -4.40780 3.48379 -2.24734  0.0844
17 H 6.43721 -4.94889 3.23955  0.0831
18 H -5.72461 7.07160 -0.91421  0.0928
19 C 0.38888 -1.73735 -0.24151  -0.6279
20 C -2.27999 0.81928 0.07169  -0.7675
21 H 4.93319 -5.67695 3.85052  0.0891
22 N 4.80758 -4.93466 1.91156  -0.2041
23 H 3.45302 -6.53693 1.95236  0.0877
24 C 1.44867 0.66513 0.37297  -0.1164
25 Br 0.57354 -2.71175 1.50162  0.6347
26 H -1.79125 -2.06993 -0.48626  0.1413
27 H -4.28135 6.39722 -0.11018  0.0848
28 H 0.48897 1.20576 0.04591  0.0490
29 H -4.10652 7.45694 -1.53529  0.0928
30 C -4.29657 4.25193 -1.48094  -0.0816
31 H 0.52229 -2.55085 -1.04602  0.1083
32 H 1.35140 0.41797 1.48976  0.0839
33 H -4.86698 3.95955 -0.59566  0.0850
34 C -1.09314 -1.15655 -0.47311  -0.2099
35 Br -2.19504 2.50693 1.14658  0.7025
36 H 2.57487 -1.16465 -0.27648  0.1066
37 H 2.31229 1.36442 0.13823  0.0806
38 H -1.11190 -0.72474 -1.52411  0.1421
39 O -5.72493 6.73664 -3.66084  0.0099
40 H -3.23968 4.34695 -1.22023  0.0646
41 C 5.57254 -5.55787 2.97206  -0.0637

calculated total energy: -5990.79957 Ha
HOMO energy: -0.3344 hartree